The following is a DFT calculation (ωB97M-V/def2-TZVPD) of a 2-piece molecular cluster, C5H11NO2 overall.

* HOMO level: -9.09 eV
* SMILES string: C/N=C\CO.CC=O
* energy relative to the best compared isomer or geometry (same formula, charge and spin): 2.2127 eV

Geometry as ORCA input:
```
! wB97M-V def2-TZVPD RIJCOSX def2/J DEFGRID3
* xyz 0 1
C 0.017 -1.683 0.994
N -0.008 -0.293 1.354
C 0.892 0.522 1.035
C 2.160 0.336 0.232
O 2.156 -0.701 -0.714
H -0.597 -2.212 1.723
H -0.437 -1.807 0.011
H 1.019 -2.112 0.963
H 0.755 1.538 1.401
H 2.396 1.297 -0.251
H 2.975 0.108 0.929
H 1.392 -0.587 -1.301
C -2.409 0.741 -0.657
C -1.052 0.854 -1.261
O -0.441 -0.041 -1.787
H -2.830 -0.243 -0.831
H -2.315 0.906 0.411
H -3.062 1.507 -1.060
H -0.612 1.871 -1.192
*
```

Computed Löwdin charges, given in elementary charges:
1 C -0.1235
2 N -0.0149
3 C -0.1961
4 C -0.2407
5 O -0.0759
6 H 0.0728
7 H 0.0740
8 H 0.0809
9 H 0.1054
10 H 0.1150
11 H 0.1249
12 H 0.0546
13 C -0.0461
14 C -0.3212
15 O 0.0213
16 H 0.0851
17 H 0.0786
18 H 0.0793
19 H 0.1264

---

The following is a DFT calculation (ωB97M-V/def2-TZVPD) of a 2-piece molecular cluster, C4H7BrO2 overall at a distorted geometry.

* HOMO level: -9.55 eV
* energy relative to the best compared isomer or geometry (same formula, charge and spin): 1.9775 eV

Geometry as ORCA input:
```
! wB97M-V def2-TZVPD RIJCOSX def2/J DEFGRID3
* xyz 0 1
C -0.114 -2.373 0.474
C -0.151 1.485 1.057
C -0.097 0.389 -1.444
C 0.430 0.611 -0.047
O -0.227 -2.589 -0.722
O 0.032 -1.203 1.014
Br 2.308 0.578 0.007
H -0.265 -3.150 1.267
H -1.170 1.769 0.736
H 0.209 2.474 1.078
H -0.005 1.004 2.068
H 0.438 0.954 -2.206
H -0.254 -0.646 -1.639
H -1.134 0.697 -1.644
*
```

Computed Löwdin charges, given in elementary charges:
1 C -0.4788
2 C -0.1203
3 C -0.1191
4 C -0.6342
5 O -0.0188
6 O -0.1074
7 Br 0.8466
8 H 0.1342
9 H 0.0935
10 H 0.0579
11 H 0.1131
12 H 0.0832
13 H 0.0549
14 H 0.0954

---

The following is a DFT calculation (ωB97M-V/def2-TZVPD) of a 4-piece molecular cluster, C14H33N3O4P overall.

* HOMO level: -1.49 eV

Geometry as ORCA input:
```
! wB97M-V def2-TZVPD RIJCOSX def2/J DEFGRID3
* xyz -1 1
C -0.149 -0.486 1.064
C -0.805 0.704 0.351
O -0.553 1.920 0.974
C 0.297 2.841 0.191
P 2.012 2.334 0.277
C 2.760 2.922 -1.276
C 2.888 3.416 1.519
H 0.096 -1.290 0.367
H 0.754 -0.122 1.554
H -0.839 -0.890 1.805
H -1.896 0.543 0.390
H -0.511 0.755 -0.701
H 0.171 3.799 0.709
H 3.836 2.731 -1.255
H 2.335 2.310 -2.071
H 2.589 3.974 -1.528
H 3.003 4.466 1.222
H 3.881 3.017 1.750
H 2.275 3.394 2.422
C -3.149 1.786 -2.092
C -3.933 0.779 -2.895
O -3.418 -0.039 -3.639
N -5.296 0.811 -2.764
C -6.088 1.690 -1.934
H -2.088 1.650 -2.271
H -3.422 2.802 -2.382
H -3.330 1.665 -1.025
H -5.771 0.118 -3.319
H -6.670 1.124 -1.202
H -6.781 2.285 -2.535
H -5.438 2.370 -1.394
C 3.047 -2.255 -2.312
C 3.823 -1.009 -2.682
O 3.850 -0.040 -1.958
N 4.486 -1.014 -3.883
C 4.544 -2.070 -4.866
H 2.584 -2.073 -1.347
H 2.268 -2.466 -3.045
H 3.705 -3.124 -2.241
H 4.970 -0.151 -4.074
H 5.573 -2.398 -5.037
H 4.127 -1.745 -5.823
H 3.970 -2.925 -4.523
C -1.575 -1.317 4.576
C -1.706 -2.766 4.165
O -2.286 -3.119 3.157
N -1.145 -3.695 4.999
C -0.416 -3.471 6.227
H -2.039 -0.694 3.818
H -2.087 -1.156 5.527
H -0.529 -1.026 4.668
H -1.261 -4.642 4.678
H 0.605 -3.851 6.155
H -0.905 -3.962 7.072
H -0.363 -2.408 6.437
*
```

Computed Löwdin charges, given in elementary charges:
1 C -0.0908
2 C -0.3848
3 O -0.3383
4 C -0.4630
5 P 0.7646
6 C -0.3800
7 C -0.3596
8 H 0.0573
9 H 0.0426
10 H 0.0305
11 H 0.0866
12 H 0.0812
13 H -0.0157
14 H 0.0085
15 H 0.0016
16 H 0.0182
17 H 0.0112
18 H -0.0028
19 H 0.0074
20 C -0.0119
21 C -0.5427
22 O 0.0249
23 N -0.0070
24 C -0.0943
25 H 0.0737
26 H 0.0855
27 H 0.0760
28 H 0.1287
29 H 0.0778
30 H 0.0754
31 H 0.0695
32 C -0.0095
33 C -0.5421
34 O 0.0449
35 N -0.0015
36 C -0.0979
37 H 0.0801
38 H 0.0829
39 H 0.0773
40 H 0.1339
41 H 0.0756
42 H 0.0784
43 H 0.0660
44 C -0.0159
45 C -0.5509
46 O 0.0370
47 N -0.0027
48 C -0.0917
49 H 0.0792
50 H 0.0820
51 H 0.0880
52 H 0.1324
53 H 0.0799
54 H 0.0770
55 H 0.0678

---

The following is a DFT calculation (ωB97M-V/def2-TZVPD) of an isolated molecule of C5H11N at a distorted geometry.

* HOMO level: -9.29 eV
* SMILES string: C=CC[C@@H](C)N
* energy relative to the best compared isomer or geometry (same formula, charge and spin): 0.8031 eV

Geometry as ORCA input:
```
! wB97M-V def2-TZVPD RIJCOSX def2/J DEFGRID3
* xyz 0 1
C -0.193 -2.262 1.043
C 0.513 -1.586 0.151
C -0.091 -0.534 -0.720
C 0.279 0.906 -0.320
C -0.413 1.966 -1.180
N 0.051 1.212 1.101
H 0.245 -2.915 1.792
H -1.236 -2.020 1.224
H 1.550 -1.849 -0.045
H 0.217 -0.611 -1.769
H -1.185 -0.613 -0.712
H 1.348 1.066 -0.465
H 0.130 2.892 -1.002
H -0.437 1.731 -2.242
H -1.408 2.176 -0.779
H -0.654 0.596 1.495
H 0.891 1.018 1.645
*
```

Computed Löwdin charges, given in elementary charges:
1 C -0.0102
2 C -0.1949
3 C -0.1969
4 C -0.4684
5 C -0.0788
6 N 0.0277
7 H 0.0529
8 H 0.0578
9 H 0.1019
10 H 0.1128
11 H 0.1178
12 H 0.1285
13 H 0.0704
14 H 0.0716
15 H 0.0746
16 H 0.0617
17 H 0.0714

---

The following is a DFT calculation (ωB97M-V/def2-TZVPD) of a 10-piece molecular cluster, C40H50F30O20 overall at a distorted geometry.

* HOMO level (spin up / spin down): -12.21 / -12.21 eV
* energy relative to the best compared isomer or geometry (same formula, charge and spin): 1.3392 eV

Geometry as ORCA input:
```
! wB97M-V def2-TZVPD RIJCOSX def2/J DEFGRID3
* xyz 1 2
C -0.371 3.559 6.562
C 0.855 3.471 7.524
O 0.361 3.804 8.846
C 1.162 3.646 10.000
O 2.361 3.188 9.995
C 0.540 4.154 11.396
F -0.812 4.408 11.357
F 0.796 3.287 12.459
F 1.110 5.305 11.669
H -0.446 2.682 5.920
H -0.271 4.455 5.949
H -1.340 3.660 7.051
H 1.645 4.194 7.320
H 1.248 2.458 7.606
C -3.586 1.791 9.360
C -4.097 3.179 8.931
O -3.062 4.212 9.074
C -3.437 5.483 9.169
O -4.616 5.803 8.991
C -2.329 6.608 9.224
F -2.680 7.709 8.555
F -2.084 6.964 10.497
F -1.185 6.106 8.764
H -4.301 0.985 9.194
H -3.286 1.876 10.405
H -2.642 1.521 8.888
H -5.025 3.531 9.381
H -4.406 3.097 7.889
C 1.043 6.942 4.370
C 1.771 7.940 3.445
O 3.123 7.502 3.137
C 4.204 7.779 3.898
O 4.150 8.487 4.911
C 5.504 7.319 3.296
F 5.318 6.944 2.007
F 6.484 8.181 3.438
F 5.793 6.202 4.012
H 0.043 7.332 4.562
H 1.519 6.870 5.347
H 1.038 6.003 3.817
H 1.689 8.894 3.965
H 1.256 7.967 2.484
C -8.674 12.231 6.124
C -7.668 13.231 6.577
O -6.380 13.259 6.025
C -5.358 12.398 6.400
O -5.563 11.393 7.106
C -3.952 12.683 5.829
F -3.984 12.293 4.508
F -3.794 13.992 5.808
F -2.953 12.093 6.480
H -8.303 11.262 6.456
H -8.812 12.241 5.042
H -9.603 12.427 6.659
H -7.596 13.187 7.664
H -8.033 14.244 6.404
C -1.820 5.931 1.500
C -2.506 5.775 2.913
O -2.755 7.075 3.498
C -3.441 7.256 4.654
O -3.832 6.328 5.366
C -3.847 8.757 4.935
F -3.459 9.073 6.180
F -3.251 9.615 4.140
F -5.184 8.825 4.954
H -1.330 4.979 1.293
H -0.944 6.578 1.532
H -2.426 6.197 0.635
H -1.711 5.260 3.452
H -3.365 5.109 2.829
C -1.516 5.041 -1.771
C -1.078 4.958 -3.299
O -2.161 5.392 -4.139
C -3.214 4.492 -4.455
O -3.429 3.448 -3.833
C -3.981 4.920 -5.722
F -3.647 6.147 -6.168
F -3.727 4.112 -6.697
F -5.290 4.913 -5.527
H -2.113 5.892 -1.442
H -0.592 5.080 -1.194
H -2.179 4.221 -1.491
H -0.744 4.013 -3.727
H -0.271 5.644 -3.557
C -5.168 6.015 -0.932
C -6.472 5.213 -1.234
O -7.115 5.854 -2.352
C -7.526 5.121 -3.392
O -7.395 3.902 -3.487
C -8.358 5.905 -4.449
F -7.527 6.558 -5.320
F -9.102 5.010 -5.050
F -9.096 6.832 -3.837
H -4.420 5.970 -1.724
H -4.687 5.546 -0.073
H -5.504 7.011 -0.644
H -7.206 5.195 -0.429
H -6.192 4.186 -1.468
C -2.548 13.361 2.524
C -1.446 12.410 2.772
O -0.219 13.100 2.698
C 0.993 12.443 2.959
O 1.007 11.240 3.226
C 2.263 13.330 2.814
F 1.959 14.587 2.461
F 2.949 13.339 3.914
F 3.090 12.820 1.909
H -2.641 13.979 3.417
H -3.475 12.874 2.222
H -2.373 14.054 1.702
H -1.525 11.821 1.858
H -1.580 11.873 3.711
C 4.404 3.636 0.414
C 3.500 2.427 0.696
O 2.899 2.563 1.959
C 1.578 2.912 1.962
O 0.913 3.165 0.965
C 0.896 2.822 3.301
F 1.584 3.533 4.190
F -0.370 3.222 3.132
F 0.933 1.561 3.758
H 5.089 3.623 1.262
H 3.908 4.600 0.298
H 4.908 3.477 -0.539
H 4.182 1.581 0.780
H 2.779 2.286 -0.108
C -6.042 10.314 2.040
C -6.967 10.992 3.056
O -6.928 12.437 3.055
C -7.768 13.071 2.140
O -8.583 12.461 1.365
C -7.477 14.586 2.154
F -6.150 14.807 2.208
F -7.984 15.107 1.036
F -8.071 15.144 3.226
H -6.412 10.649 1.071
H -5.974 9.236 2.187
H -5.017 10.657 2.181
H -6.662 10.643 4.042
H -7.968 10.566 2.979
*
```

Löwdin atomic charge list, values in e, 99 entries:
1 C -0.0048
2 C -0.1179
3 O 0.0586
4 C -0.0387
5 O 0.4097
6 C -0.4239
7 F 0.1790
8 F 0.1603
9 F 0.2303
10 H 0.0810
11 H 0.0725
12 H 0.0801
13 H 0.1425
14 H 0.1376
15 C -0.0501
16 C -0.1687
17 O -0.0094
18 C -0.3318
19 O 0.1381
20 C -0.5254
21 F 0.1887
22 F 0.1557
23 F 0.1441
24 H 0.0887
25 H 0.0730
26 H 0.0625
27 H 0.1254
28 H 0.1254
29 C -0.0544
30 C -0.1650
31 O 0.0159
32 C -0.3392
33 O 0.1354
34 C -0.5427
35 F 0.1516
36 F 0.2158
37 F 0.1425
38 H 0.0747
39 H 0.0765
40 H 0.0567
41 H 0.1075
42 H 0.1239
43 C -0.0509
44 C -0.2503
45 O 0.0063
46 C -0.2717
47 O 0.1228
48 C -0.5225
49 F 0.1030
50 F 0.1859
51 F 0.1914
52 H 0.0814
53 H 0.0717
54 H 0.0923
55 H 0.1302
56 H 0.1289
57 C -0.0424
58 C -0.1599
59 O 0.0049
60 C -0.3083
61 O 0.1241
62 C -0.5449
63 F 0.1507
64 F 0.1857
65 F 0.1725
66 H 0.0582
67 H 0.0740
68 H 0.0457
69 H 0.0881
70 H 0.1300
71 C -0.0524
72 C -0.1627
73 O -0.0395
74 C -0.2623
75 O 0.1380
76 C -0.5940
77 F 0.1589
78 F 0.2203
79 F 0.1794
80 H 0.0462
81 H 0.0632
82 H 0.0744
83 H 0.1250
84 H 0.1178
85 C -0.0396
86 C -0.1702
87 O 0.0164
88 C -0.3486
89 O 0.1287
90 C -0.5417
91 F 0.1373
92 F 0.2004
93 F 0.1714
94 H 0.0619
95 H 0.0607
96 H 0.0775
97 H 0.1291
98 H 0.1165
99 C -0.0819